1.
{"formula": "C4H5Cl2N2O", "method": "ωB97M-V with the def2-TZVPD basis set", "species": ["N", "C", "H", "C", "C", "H", "C", "H", "Cl", "H", "Cl", "O", "H", "N"], "coordinates": [[-1.19578, -0.15424, -0.00449], [0.26727, 1.51625, 0.26608], [-1.82062, 0.45816, -1.99508], [-0.21212, 0.37525, 0.86138], [-1.08734, 0.49335, -1.18530], [-0.01519, -0.02658, 1.94400], [1.01789, -2.10346, 0.61901], [1.74979, -1.96825, 1.49911], [1.54111, 2.53347, 0.69434], [-1.54409, -1.07727, 0.04642], [1.68337, -1.22165, -0.65109], [-0.02251, -2.61407, 0.63504], [-0.10394, 2.26933, -1.69115], [-0.25783, 1.51971, -1.03826]], "mulliken_charge": [0.06, 0.29, 0.38, -0.51, -0.16, 0.42, 0.16, 0.36, -0.10, 0.31, -0.07, -0.37, 0.22, 0.02], "gap_ev": 10.32, "charge": 1, "e_above_lowest_kj_mol": 0.0, "lumo_energy_ha": -0.143}

=====

2.
{"formula": "C21H20IrN4O2S4", "method": "ωB97M-V with the def2-TZVPD basis set", "species": ["N", "C", "H", "H", "H", "H", "C", "C", "H", "S", "C", "O", "S", "H", "H", "Ir", "C", "H", "C", "H", "C", "C", "O", "H", "C", "C", "C", "H", "S", "C", "N", "C", "H", "H", "N", "C", "H", "S", "C", "C", "C", "H", "C", "H", "H", "H", "H", "H", "C", "C", "C", "N"], "coordinates": [[0.87865, -2.38945, -0.11747], [-2.41936, -1.36108, 1.30619], [-4.15447, -2.15221, 2.25981], [-4.91100, 0.40146, -1.92579], [-0.34778, 6.78678, -0.12494], [-5.48014, 0.69390, -3.57989], [-3.71560, -1.73279, -1.06948], [-1.08263, -3.98130, -0.35019], [3.81301, -3.99046, 0.00547], [4.63938, 0.70279, 0.07554], [-0.24577, 4.65641, -0.07068], [-4.25244, -3.34536, -2.66494], [1.52520, -4.82791, -0.19018], [1.43533, 2.52911, 0.17084], [-2.79527, 6.90166, 0.02118], [0.16449, -0.42229, 0.07387], [-4.34203, -2.10966, 0.11262], [5.11919, -1.69134, -0.01519], [2.26897, -2.43976, -0.03326], [-1.64404, -3.69547, 0.53753], [4.31996, -0.96941, 0.02170], [2.98710, -1.18281, 0.03067], [-3.43474, 0.77861, -3.22386], [-5.07842, -1.53599, -4.13134], [-2.45909, -1.16676, -1.00380], [2.78015, -3.68812, -0.05203], [2.97333, 1.05507, 0.10495], [2.91167, 2.97314, 1.02908], [-0.79450, 1.76426, 0.05540], [-2.42414, 3.57993, 0.08354], [-4.75959, -1.20437, -3.23145], [-4.28024, -2.16295, -2.40438], [-3.25242, 0.76095, -4.17069], [-1.53475, -3.51008, -1.22028], [2.22389, -0.03204, 0.07867], [2.51456, 2.47081, 0.14666], [0.83140, 4.59850, -0.13171], [-2.88254, 1.88644, 0.18964], [-2.31586, 5.93279, 0.01390], [-1.05031, 3.53727, 0.00400], [-3.69401, -1.88909, 1.31821], [-1.95144, -0.83576, -1.90067], [-4.70860, 0.21533, -2.97868], [-1.85890, -1.21277, 2.22035], [-1.17095, -5.05850, -0.47274], [-4.17594, 4.83550, 0.15748], [-5.31823, -2.57721, 0.08385], [2.87693, 3.00944, -0.72966], [0.35151, -3.60289, -0.21801], [-0.91701, 5.86990, -0.06635], [-3.09814, 4.78816, 0.08980], [-1.81195, -1.00625, 0.16423]], "mulliken_spin": [-0.04, -0.01, 0.00, 0.00, 0.00, 0.00, 0.00, 0.00, 0.00, 0.00, 0.02, 0.00, 0.01, 0.00, 0.00, 0.96, 0.00, 0.00, 0.00, 0.00, 0.00, 0.00, 0.00, 0.00, 0.00, 0.00, -0.01, 0.00, 0.05, 0.02, 0.00, 0.00, 0.00, 0.00, -0.01, 0.00, 0.00, 0.00, 0.02, -0.01, 0.00, -0.02, 0.00, 0.00, 0.00, 0.00, 0.00, 0.00, 0.02, -0.01, -0.01, 0.01], "gap_ev": [7.90, 6.31], "charge": 2, "spin_multiplicity": 2, "e_above_lowest_kj_mol": 130.7, "lumo_energy_ha": [-0.226, -0.286]}

=====

3.
{"formula": "C6H15NO", "method": "ωB97M-V with the def2-TZVPD basis set", "species": ["H", "O", "C", "C", "C", "H", "H", "C", "H", "H", "H", "C", "C", "N", "H", "H", "H", "H", "H", "H", "H", "H", "H"], "coordinates": [[-0.76364, -0.93555, 0.07766], [-3.17828, -0.55430, -3.38713], [-0.26128, 1.03981, -0.65575], [1.19702, -1.12184, 1.96180], [-0.22775, 1.98198, 0.56366], [0.42181, -1.88768, 2.04688], [-1.25564, 1.03951, -1.08016], [0.14863, -0.35320, -0.11519], [-0.62203, 0.76691, 2.35124], [1.67416, -0.39132, -1.68619], [0.38549, 2.87143, 0.44960], [0.22018, 1.10266, 1.72779], [1.06430, -1.07625, -1.09373], [0.91897, 0.00188, 1.08186], [1.58032, -0.72936, 2.90673], [2.09483, -1.62590, 1.57488], [-1.25966, 2.27377, 0.76957], [0.53172, -1.68608, -1.81284], [0.94611, 1.62045, 2.35677], [-3.06264, -1.50174, -3.50794], [-2.79134, -0.32311, -2.54292], [1.75463, -1.73772, -0.56627], [0.48410, 1.22567, -1.42032]], "mulliken_charge": [0.36, -0.65, -0.60, -1.10, -0.47, 0.34, 0.11, 0.38, 0.36, 0.33, 0.30, -0.76, -1.37, -0.14, 0.39, 0.32, 0.25, 0.33, 0.38, 0.31, 0.34, 0.34, 0.25], "smiles": "C[C@@H]1CCCN1C.O", "gap_ev": 9.45, "e_above_lowest_kj_mol": 135.0, "lumo_energy_ha": 0.030}